Entry 1:
Molecular formula: C5H7NO
Method: DFT, ωB97M-V/def2-TZVPD

The geometry in XYZ format:
```
14
Properties=species:S:1:pos:R:3:forces:R:3
C -0.588 1.121 2.074 1.17 -1.64 -0.20
C -1.077 -0.554 -0.243 2.93 -0.40 1.13
C -2.261 -0.689 -0.828 2.79 -0.18 -0.03
C 0.247 0.203 1.447 -1.06 -2.03 -4.21
C 1.223 0.895 0.444 2.05 0.92 3.32
N -1.079 1.985 2.602 -1.89 2.56 1.59
O -2.283 -1.271 -2.086 -0.60 0.04 -0.21
H -0.226 -1.024 -0.802 -0.53 0.58 0.65
H 0.519 -0.763 1.955 -0.35 1.29 -0.61
H -3.136 -0.349 -0.351 -1.39 0.06 -0.33
H 2.299 0.987 1.013 -2.31 -0.58 -1.55
H 0.959 1.997 0.361 -0.06 -1.63 -0.55
H 1.283 0.292 -0.456 0.32 0.50 -0.12
H -1.391 -1.459 -2.479 -1.07 0.50 1.14
```
Positions in Å, forces in eV/Å.

Spin multiplicity ... 1
Kohn-Sham gap ... 0.329 Ha
Total charge ... 0


Entry 2:
Molecular formula: C6H11ClN3
Method: DFT, ωB97M-V/def2-TZVPD

The geometry in XYZ format:
```
21
Properties=species:S:1:pos:R:3:forces:R:3
C 1.021 -0.484 -0.059 -0.35 0.50 1.56
C -1.593 -0.421 -1.157 2.23 1.65 0.67
C 0.283 -1.710 0.204 -1.20 -0.16 -2.58
C -0.920 -1.702 -0.771 -1.62 -2.20 1.31
C 0.263 0.783 0.360 -2.29 0.98 -2.23
C -0.356 1.095 1.698 0.10 -2.46 2.00
N -1.243 0.803 -0.929 2.16 -2.02 2.41
N 2.143 -0.600 -0.596 2.33 1.38 -0.11
N 0.929 1.982 -0.269 -0.93 -3.41 -2.40
Cl -2.941 -0.742 -2.067 -1.55 0.21 -1.17
H 0.825 -2.615 -0.048 0.49 0.23 0.30
H 0.008 -1.703 1.214 -0.73 -0.27 1.48
H -1.767 -2.227 -0.209 0.97 0.25 -0.95
H -0.727 -2.349 -1.688 -0.21 1.08 1.06
H 0.319 1.553 2.525 -0.52 -1.18 -1.52
H -0.796 0.056 2.058 0.93 2.28 -0.25
H -1.196 1.771 1.694 -0.34 0.21 -0.73
H 2.819 0.202 -0.520 -0.76 -0.58 -0.53
H 1.107 2.719 0.394 1.04 0.31 -0.06
H 0.194 2.238 -0.966 0.46 0.54 0.46
H 1.629 1.351 -0.868 -0.22 2.67 1.29
```
Positions in Å, forces in eV/Å.

Spin multiplicity ... 1
Kohn-Sham gap ... 0.359 Ha
Total charge ... +1


Entry 3:
Molecular formula: C17H12F3N2NiO5
Method: DFT, ωB97M-V/def2-TZVPD

The geometry in XYZ format:
```
40
Properties=species:S:1:pos:R:3:forces:R:3
Ni 0.939 0.435 0.656 -0.42 -0.26 -0.83
C 2.280 3.066 -2.442 -0.15 -0.01 0.15
O 0.992 3.230 -3.030 -0.04 -0.20 -0.06
C -0.144 2.666 -2.507 0.03 -0.21 0.12
C -1.314 3.270 -2.915 0.06 0.02 0.10
C -2.567 2.796 -2.527 -0.19 0.11 -0.13
C -2.657 1.687 -1.729 -0.06 -0.09 0.11
C -1.501 1.034 -1.284 0.55 0.65 0.12
C -1.628 -0.154 -0.474 -0.19 -0.43 -0.13
N -0.623 -0.683 0.116 0.43 0.94 0.45
N -0.615 -1.943 0.617 -0.22 -0.87 0.16
C 0.573 -2.224 1.108 -0.54 0.33 -0.12
O 1.539 -1.387 1.267 0.19 0.32 -0.19
C 0.818 -3.644 1.473 0.18 -0.05 0.20
C -0.229 -4.524 1.731 0.01 0.07 -0.04
C 0.038 -5.833 2.097 -0.06 -0.02 0.00
C 1.350 -6.277 2.198 0.07 -0.04 0.00
C 2.396 -5.408 1.922 0.01 -0.05 0.01
C 2.132 -4.094 1.568 -0.08 0.03 0.02
C -0.194 1.514 -1.651 -0.31 -0.16 -0.21
O 0.886 0.885 -1.278 0.52 0.62 0.31
H 2.922 3.774 -2.968 -0.05 -0.01 0.01
H 2.660 2.056 -2.575 -0.02 -0.08 -0.01
H 2.260 3.309 -1.381 -0.04 0.00 0.03
H -1.231 4.153 -3.538 0.04 -0.01 0.00
H -3.460 3.317 -2.849 0.00 -0.02 -0.02
H -3.628 1.317 -1.415 0.02 -0.04 0.00
H -2.605 -0.640 -0.431 0.09 -0.20 -0.12
H -1.241 -4.153 1.638 -0.01 -0.05 0.02
H -0.778 -6.514 2.308 -0.01 0.02 0.00
H 1.560 -7.298 2.491 -0.02 0.00 -0.02
H 3.420 -5.755 1.988 0.00 0.01 0.00
H 2.934 -3.399 1.359 0.00 0.02 0.03
F -1.388 5.186 1.477 0.00 -0.09 0.01
C -1.253 3.876 1.731 0.12 -0.04 -0.01
F -1.245 3.737 3.075 0.05 0.02 -0.04
F -2.367 3.268 1.286 0.05 -0.03 -0.04
C 0.041 3.271 1.078 -0.15 0.54 0.12
O 0.669 3.990 0.326 0.07 -0.16 -0.05
O 0.259 2.092 1.483 0.09 -0.60 0.03
```
Positions in Å, forces in eV/Å.

Spin multiplicity ... 3
Kohn-Sham gap (alpha / beta) ... 0.267 / 0.267 Ha
Total charge ... -1
<S²> ... 2.006


Entry 4:
Molecular formula: C2H7OS2
Method: DFT, ωB97M-V/def2-TZVPD

The geometry in XYZ format:
```
12
Properties=species:S:1:pos:R:3:forces:R:3
C -2.156 0.200 -1.086 -0.67 -1.01 1.02
O -1.269 0.659 -0.095 0.19 -1.02 0.53
H -3.198 0.239 -0.612 1.28 0.07 -0.57
H -2.141 0.855 -1.930 -0.05 0.46 -0.92
H -2.012 -0.850 -1.403 0.23 0.37 0.06
C 0.507 0.585 1.816 -0.23 0.84 -1.27
S 0.512 0.790 -0.071 -0.71 5.05 2.54
S 0.967 -1.463 -0.291 -0.74 -5.01 -0.76
H -0.496 0.362 2.180 0.02 -0.20 -0.46
H 0.795 1.493 2.317 0.26 0.64 -0.08
H 1.196 -0.197 2.053 0.27 -0.67 0.05
H 2.234 -1.119 -0.437 0.16 0.50 -0.13
```
Positions in Å, forces in eV/Å.

Spin multiplicity ... 1
Kohn-Sham gap ... 0.155 Ha
Total charge ... -1


Entry 5:
Molecular formula: C4H8NO
Method: DFT, ωB97M-V/def2-TZVPD

The geometry in XYZ format:
```
14
Properties=species:S:1:pos:R:3:forces:R:3
C -0.787 -1.301 -1.822 -1.13 0.47 1.48
C 0.046 -1.010 -2.796 1.16 -1.00 -1.06
C 0.312 0.243 1.056 -4.16 -0.57 1.96
C 1.037 1.392 1.519 -0.93 0.77 1.01
N -0.953 -0.036 1.368 1.79 -2.66 -3.42
O -1.468 -1.296 -0.860 -1.96 -0.70 1.86
H 1.021 -1.383 -2.666 1.87 0.15 -0.58
H -0.365 -0.800 -3.726 -0.10 0.82 -2.17
H 0.838 -0.446 0.452 0.18 -1.05 -0.62
H 1.786 1.015 2.264 0.40 0.64 -1.40
H 0.392 2.038 2.134 0.09 -0.05 -0.40
H 1.229 1.892 0.544 1.25 0.13 0.96
H -1.653 0.556 1.736 -0.08 1.30 1.09
H -1.436 -0.863 0.796 1.62 1.75 1.29
```
Positions in Å, forces in eV/Å.

Spin multiplicity ... 3
Kohn-Sham gap (alpha / beta) ... 0.188 / 0.400 Ha
Total charge ... +1
<S²> ... 2.008


Entry 6:
Molecular formula: C16H15BrEuS
Method: DFT, ωB97M-V/def2-TZVPD

The geometry in XYZ format:
```
34
Properties=species:S:1:pos:R:3:forces:R:3
C -0.953 -1.084 -2.726 0.67 0.42 0.15
C -0.943 0.341 -2.622 0.52 -0.24 0.15
C 0.335 0.735 -2.095 -0.22 -0.23 0.12
H -1.760 1.005 -2.915 0.40 -0.22 0.12
C 1.081 -0.458 -1.826 -0.42 0.19 -0.01
C 0.291 -1.576 -2.240 -0.35 0.61 0.03
H 0.605 -2.624 -2.243 -0.18 0.47 0.19
H -1.745 -1.682 -3.181 0.25 0.24 0.43
H 0.659 1.765 -1.886 -0.14 -0.54 -0.15
H 2.094 -0.502 -1.410 -0.48 0.05 -0.22
Eu -0.960 -0.021 0.098 -0.45 -2.34 0.04
Br -2.531 2.165 0.246 -0.10 0.29 0.00
C -2.456 -2.101 1.666 0.13 0.41 -0.59
C -1.668 -3.056 0.951 -0.34 0.48 -0.53
C -2.172 -3.128 -0.386 -0.24 0.40 0.70
H -0.849 -3.655 1.355 -0.28 0.26 -0.11
C -3.260 -2.218 -0.503 0.63 0.13 0.50
C -3.433 -1.570 0.760 0.71 -0.05 0.00
H -4.164 -0.793 0.986 0.16 -0.34 -0.02
H -2.324 -1.810 2.712 -0.08 -0.15 -0.40
H -1.809 -3.787 -1.171 -0.02 0.22 0.19
H -3.870 -2.055 -1.389 0.20 0.00 0.22
S 0.496 0.132 2.542 -1.69 -1.68 -0.15
C 1.569 1.242 1.854 1.29 1.62 -0.90
C 1.241 2.625 1.854 0.50 -0.55 0.01
C 2.215 3.571 1.563 0.25 -0.21 -0.23
C 3.505 3.172 1.184 -0.34 -0.24 -0.15
C 3.781 1.806 1.012 -0.07 0.32 -0.09
C 2.828 0.845 1.328 -0.47 0.42 0.25
H 0.220 2.900 2.120 0.30 0.05 0.06
H 1.957 4.625 1.609 0.10 -0.06 0.01
H 4.264 3.918 0.955 -0.13 -0.15 0.04
H 4.742 1.499 0.597 -0.18 0.06 0.20
H 3.012 -0.225 1.200 0.07 0.35 0.14
```
Positions in Å, forces in eV/Å.

Spin multiplicity ... 7
Kohn-Sham gap (alpha / beta) ... 0.212 / 0.273 Ha
Total charge ... -1
<S²> ... 12.033


Entry 7:
Molecular formula: C36H33FeN7S
Method: DFT, ωB97M-V/def2-TZVPD

The geometry in XYZ format:
```
78
Properties=species:S:1:pos:R:3:forces:R:3
Fe -1.019 0.416 -0.390 0.14 -0.09 -1.10
C -1.398 0.291 5.270 0.03 0.05 0.09
C -1.666 -0.925 4.659 0.03 -0.03 -0.10
C -1.337 -1.115 3.325 -0.03 0.03 0.16
C -0.745 -0.093 2.582 0.17 -0.16 -0.07
C -0.439 1.108 3.216 -0.18 -0.02 -0.19
C -0.776 1.299 4.549 -0.03 0.01 0.00
N -0.430 -0.346 1.207 -0.07 -0.25 1.03
C 0.401 -1.409 0.985 -0.26 -0.07 -0.07
C 1.298 -1.951 1.927 0.18 -0.21 0.01
C 2.114 -3.000 1.566 -0.10 0.16 0.10
C 2.091 -3.561 0.275 0.02 -0.08 -0.05
C 1.220 -3.067 -0.655 -0.08 -0.03 -0.01
C 0.367 -2.010 -0.294 0.20 -0.28 -0.03
N -0.514 -1.384 -1.139 0.23 0.08 0.76
N -0.741 -1.792 -2.293 -0.32 0.14 -0.67
C -1.516 -0.820 -2.980 0.38 -0.42 -0.03
C -2.161 -1.169 -4.158 0.07 0.11 0.05
C -2.820 -0.174 -4.854 -0.02 0.06 -0.02
C -2.789 1.130 -4.368 0.05 -0.09 -0.14
C -2.125 1.380 -3.187 0.19 0.15 0.19
N -1.505 0.423 -2.479 -0.58 0.42 0.05
H -1.657 0.446 6.308 0.00 0.01 -0.01
H -2.128 -1.727 5.220 -0.01 0.00 -0.01
H -1.522 -2.073 2.855 0.00 -0.01 0.02
H 0.028 1.910 2.663 -0.01 0.11 -0.06
H -0.551 2.244 5.025 0.01 0.01 -0.01
H 1.342 -1.534 2.923 0.03 -0.02 0.00
H 2.803 -3.397 2.301 0.01 -0.01 -0.01
H 2.762 -4.368 0.014 0.04 0.02 0.04
H 1.183 -3.463 -1.661 -0.04 0.02 0.00
H -2.122 -2.193 -4.501 0.02 -0.01 0.02
H -3.338 -0.404 -5.775 -0.02 0.00 0.01
H -3.266 1.940 -4.899 0.00 0.00 0.00
H -2.087 2.380 -2.770 0.01 -0.03 0.07
C -3.361 -1.271 0.392 0.12 0.01 0.24
N -3.028 0.129 0.080 -0.21 0.29 -0.21
C -3.958 0.561 -0.983 -0.29 0.14 0.33
C -3.333 1.044 1.221 0.07 -0.01 -0.03
C -2.576 2.321 0.992 0.11 -0.14 -0.04
C -2.928 3.535 1.559 -0.03 0.00 0.03
C -2.127 4.650 1.345 -0.05 0.02 0.04
C -0.990 4.547 0.562 0.04 0.05 -0.05
C -0.635 3.323 0.001 -0.08 0.17 -0.01
C -1.419 2.194 0.211 -0.01 0.09 0.10
H -4.420 -1.361 0.649 0.00 -0.01 0.04
H -2.757 -1.609 1.230 -0.03 -0.01 -0.05
H -3.156 -1.901 -0.472 -0.01 0.03 -0.04
H -4.983 0.355 -0.659 0.01 0.10 0.01
H -3.783 0.016 -1.883 0.02 -0.41 -0.58
H -3.848 1.627 -1.165 0.02 -0.02 0.01
H -3.005 0.570 2.138 0.05 -0.10 0.21
H -4.417 1.185 1.284 0.04 0.04 0.07
H -3.815 3.614 2.176 -0.03 0.01 0.00
H -2.395 5.601 1.787 -0.01 0.00 0.00
H -0.376 5.420 0.382 0.01 0.01 0.02
H 0.264 3.268 -0.601 -0.01 0.04 0.00
S 5.479 0.999 -1.299 -0.06 -0.04 0.00
C 3.705 1.075 -1.122 0.02 0.05 0.03
C 2.872 0.900 -2.216 -0.10 -0.02 -0.17
C 1.507 0.799 -2.020 0.08 -0.06 0.50
N 0.940 0.861 -0.805 0.32 0.14 -0.07
C 1.747 1.123 0.234 -0.05 0.12 0.03
C 3.116 1.242 0.122 0.04 -0.03 -0.04
C 5.551 -0.783 -1.119 0.04 -0.03 0.01
C 5.523 -1.365 0.140 0.00 0.03 -0.01
C 5.518 -2.749 0.222 0.01 0.02 0.02
N 5.544 -3.551 -0.838 0.00 -0.03 0.00
C 5.598 -2.979 -2.036 -0.01 0.01 -0.03
C 5.604 -1.604 -2.234 0.00 -0.01 0.03
H 3.282 0.806 -3.212 -0.01 -0.01 0.00
H 0.839 0.622 -2.837 -0.13 -0.04 -0.34
H 1.266 1.203 1.195 0.07 0.05 -0.04
H 3.717 1.421 1.002 -0.01 0.01 0.01
H 5.503 -0.759 1.035 0.00 0.01 0.00
H 5.493 -3.235 1.192 0.01 0.00 0.00
H 5.635 -3.651 -2.887 0.00 0.00 0.00
H 5.647 -1.188 -3.231 0.00 0.00 -0.01
```
Positions in Å, forces in eV/Å.

Spin multiplicity ... 2
Kohn-Sham gap (alpha / beta) ... 0.227 / 0.232 Ha
Total charge ... +1
<S²> ... 0.783


Entry 8:
Molecular formula: C6H14O
Method: DFT, ωB97M-V/def2-TZVPD

The geometry in XYZ format:
```
21
Properties=species:S:1:pos:R:3:forces:R:3
C -0.644 2.113 1.343 -0.90 0.91 -0.95
C -0.365 0.635 1.284 0.52 0.16 -0.06
C 0.854 0.310 0.427 -0.57 0.42 -0.17
C 0.756 -0.727 -0.417 0.14 -0.10 0.50
C 1.833 -1.717 -0.869 -2.11 0.73 -0.87
C 2.065 1.195 0.501 1.19 -0.39 -0.29
H -1.589 2.453 1.779 0.07 -0.57 0.60
H 0.160 2.685 1.802 0.06 0.05 -0.10
H -0.817 2.449 0.307 0.58 0.15 0.13
H -1.207 0.074 0.884 -0.19 0.00 0.08
H -0.173 0.262 2.304 -0.02 -0.07 -0.24
H -0.271 -0.977 -0.680 0.11 -0.68 0.43
H 1.329 -2.295 -1.655 0.47 0.00 -0.16
H 1.926 -2.431 -0.053 0.78 0.14 0.09
H 2.715 -1.246 -1.286 0.48 -0.26 0.35
H 2.761 0.833 -0.267 0.27 -0.22 0.42
H 1.962 2.234 0.167 -0.84 -0.08 0.24
H 2.580 1.256 1.469 -0.10 -0.20 -0.02
H -4.198 -1.154 -1.301 0.00 -0.12 0.30
H -3.402 -2.461 -1.575 -0.07 0.06 0.26
O -3.621 -1.590 -1.945 0.11 0.08 -0.56
```
Positions in Å, forces in eV/Å.

Spin multiplicity ... 2
Kohn-Sham gap (alpha / beta) ... 0.089 / 0.324 Ha
Total charge ... -1
<S²> ... 0.750


no.,E (eV),largest force on an atom (eV Å⁻¹)
1,-8830.9330,4.8
2,-23383.0854,4.3
3,-80239.9989,1.1
4,-25901.9416,5.7
5,-7802.8260,4.7
6,-117044.9809,2.4
7,-93515.0383,1.1
8,-8494.1499,2.4